The following is a DFT calculation (ωB97M-V/def2-TZVPD) of 2 unconnected molecules or ions with the total composition C5H14 in a non-equilibrium geometry.

Element x y z (Å)
C (-0.422, -1.777, 0.687)
C (0.406, -0.611, 1.192)
C (1.798, -0.992, 1.738)
H (0.222, -2.410, 0.076)
H (-1.333, -1.399, 0.232)
H (-0.741, -2.426, 1.512)
H (0.613, 0.074, 0.361)
H (-0.115, 0.032, 1.907)
H (2.225, -0.190, 2.335)
H (1.808, -1.882, 2.367)
H (2.422, -1.163, 0.865)
C (-0.845, 2.167, -1.197)
C (-0.892, 1.139, -2.310)
H (-1.590, 1.956, -0.434)
H (0.142, 2.253, -0.744)
H (-1.048, 3.148, -1.631)
H (-1.902, 1.083, -2.713)
H (-0.106, 1.226, -3.054)
H (-0.755, 0.121, -1.916)

Results
* charge: 0
* relative energy (zero: lowest compared OMol25 entry of this formula, charge and spin): 0.222 eV
* SMILES: CCC.CC
* E_LUMO: 1.12 eV
* E: -198.88100 Ha

Atom charges from the Löwdin analysis, given in e for atoms 1 to 4: -0.125, -0.331, -0.120, 0.074